DFT (wB97M-V/def2-TZVPD) results for a 2-piece molecular cluster, C3H6N2O overall.

Geometry as ORCA input:
```
! RIJCOSX wB97M-V def2-TZVPD def2/J DEFGRID3
* xyz 0 1
O -1.231 -1.270 1.195
N -2.368 2.048 -0.829
N 0.494 -0.033 0.358
C -0.163 -1.186 0.606
C -2.428 1.094 -0.181
C 1.686 0.084 -0.457
H 0.366 -2.074 0.214
H 2.524 0.489 0.119
H 1.503 0.735 -1.318
H -2.400 0.202 0.433
H 1.961 -0.907 -0.827
H 0.056 0.817 0.688
*
```

## Properties
F_max, eV Å⁻¹: 1.13
Highest occupied orbital energy, eV: -10.35
SMILES: CNC=O.C#N
LUMO, hartree: 0.031
Energy, eV: -8235.4142
Kohn-Sham gap, hartree: 0.4110

Here are the natural (NBO) charges for atoms 1 to 6, given in e: O -0.642; N -0.341; N -0.601; C 0.537; C 0.052; C -0.410